## w
2 unconnected molecules or ions with the total composition C4H10N3. Source: the OMol25 dataset; level of theory: wB97M-V/def2-TZVPD.

Last column: Mulliken charge in e.
Positions of all 17 atoms, in Å:
H  0.30  1.99  -1.33  0.41
H  -0.21  -3.07  -0.85  0.23
H  1.08  -0.32  -2.43  0.45
N  0.28  -0.49  0.82  -0.37
H  1.37  1.87  1.09  0.24
N  -0.38  -2.07  -0.94  -0.49
C  -1.13  1.33  1.26  -0.88
C  0.65  -1.23  -0.36  0.15
C  0.82  -0.13  -1.38  -0.74
H  -1.00  -1.74  -1.65  0.22
H  -1.09  2.39  1.43  0.38
C  0.29  0.99  -0.83  -0.20
H  1.66  -1.81  -0.26  0.36
N  0.05  0.80  0.55  0.13
H  0.63  -0.59  1.80  0.34
H  -1.32  1.01  2.27  0.37
H  -2.00  1.07  0.81  0.39

lowest unoccupied orbital energy (spin up / spin down)	-5.2339 / -6.1260	eV
charge	+1
molar mass	100.1	g/mol



## x
A gas-phase ion, C4H10N3 (charge +1). Source: the OMol25 dataset; level of theory: wB97M-V/def2-TZVPD.

Last column: Mulliken charge in e.
Positions of all 17 atoms, in Å:
H  0.78  1.63  1.99  0.26
N  1.12  1.06  1.18  -0.54
N  -0.32  -0.50  -1.97  -0.42
C  -1.35  0.75  0.76  -1.29
C  0.51  0.28  -1.16  -0.80
H  1.94  0.53  1.39  0.25
H  0.90  -3.03  0.63  0.29
H  1.50  -0.01  -1.23  0.52
H  -1.80  0.54  -0.25  0.33
H  -1.38  1.76  1.09  0.43
H  -1.86  0.15  1.44  0.38
C  0.33  -1.09  0.73  -0.07
H  0.21  1.37  -1.20  0.35
H  -0.37  -1.53  -1.91  0.22
N  0.87  -2.13  0.27  -0.35
C  0.14  0.32  0.54  1.14
H  -1.21  -0.12  -2.30  0.29

lowest unoccupied orbital energy (spin up / spin down)	-5.4480 / -5.4484	eV
SMILES	C[C@@](N)(C#[NH+])CN
charge	+1
molar mass	100.1	g/mol



## y
2 unconnected molecules or ions with the total composition C4H10N3. Source: the OMol25 dataset; level of theory: wB97M-V/def2-TZVPD.

Last column: Mulliken charge in e.
Positions of all 17 atoms, in Å:
H  -0.76  1.41  0.61  0.37
H  -0.94  1.60  -2.53  0.29
H  -2.13  0.50  -0.47  0.30
H  -1.83  -1.46  0.91  0.29
H  2.35  0.43  -1.53  0.32
N  -0.69  -0.38  2.34  -0.27
N  1.28  -1.20  -0.55  -0.53
C  -1.37  -0.45  1.25  0.37
N  -0.03  1.41  -2.25  -0.40
C  1.52  0.23  -0.73  -0.23
C  0.33  0.83  -1.27  0.45
H  -0.69  -1.04  3.11  0.25
H  1.65  0.47  0.30  0.23
C  -1.19  0.46  0.21  -1.14
H  -0.27  0.55  2.49  0.22
H  0.70  -1.63  -1.35  0.24
H  2.08  -1.74  -0.54  0.25

lowest unoccupied orbital energy	-4.7403	eV
charge	+1
molar mass	100.1	g/mol



## z
A gas-phase ion, C4H10N3 (charge +1). Source: the OMol25 dataset; level of theory: wB97M-V/def2-TZVPD.

Last column: Mulliken charge in e.
Positions of all 17 atoms, in Å:
H  -1.36  -1.50  1.36  0.25
C  -0.65  0.02  -0.08  0.67
N  -0.50  1.82  -0.03  -0.69
H  -1.31  2.12  0.51  0.26
H  3.16  -1.22  -0.28  0.23
N  2.96  -0.29  0.05  -0.30
H  -0.67  2.10  -0.99  0.27
H  -2.62  -0.02  -1.08  0.24
H  1.55  1.19  0.47  0.46
C  -1.64  -0.60  0.84  -0.64
H  -2.27  0.05  1.42  0.23
C  1.73  0.18  0.12  0.10
N  0.67  -0.48  -0.23  -0.24
C  -1.84  -0.64  -0.65  -0.63
H  -1.71  -1.58  -1.18  0.25
H  0.75  -1.44  -0.57  0.26
H  3.74  0.29  0.31  0.26

lowest unoccupied orbital energy	-3.3125	eV
SMILES	N/C=[NH+]/C1(N)CC1
charge	+1
molar mass	100.1	g/mol



The least stable of them is w.



## w
A gas-phase ion, C4H10N3 (charge +1). Source: the OMol25 dataset; level of theory: wB97M-V/def2-TZVPD.

Last column: Mulliken charge in e.
Positions of all 17 atoms, in Å:
H  1.45  1.34  0.98  0.46
C  0.77  0.65  1.28  -0.85
H  -0.43  2.32  -2.31  0.32
H  -0.25  -1.48  -2.69  0.30
N  -0.39  1.00  -0.99  0.44
C  -0.12  -1.99  -1.72  -0.86
H  0.01  1.75  2.96  0.29
H  1.30  -0.17  1.53  0.43
C  0.17  0.09  -0.34  0.61
C  -0.39  1.00  2.17  -0.80
H  0.95  -1.75  0.16  0.32
N  -1.02  1.95  -1.47  -0.70
N  0.57  -1.15  -0.61  -0.25
H  -1.25  1.36  1.53  0.31
H  -0.66  0.11  2.70  0.31
H  0.44  -2.85  -1.82  0.34
H  -1.14  -2.18  -1.35  0.35

lowest unoccupied orbital energy	-5.5605	eV
SMILES	[H]/N=N/C(CC)=[NH+]\C
charge	+1
molar mass	100.1	g/mol



## x
A molecular structure, C4H10N3. Source: the OMol25 dataset; level of theory: wB97M-V/def2-TZVPD.

Last column: Mulliken charge in e.
Positions of all 17 atoms, in Å:
H  -0.88  -1.63  -1.60  0.35
C  1.12  1.40  0.88  -1.37
C  -1.87  -0.53  -0.06  -0.28
H  1.80  1.95  0.18  0.36
H  -1.26  0.18  1.86  0.48
H  1.94  -1.01  -0.40  0.26
H  1.43  -1.21  1.19  0.28
N  -1.30  -0.76  -1.33  -0.14
H  -1.75  -0.32  -2.05  0.32
H  1.79  0.97  1.64  0.33
C  0.42  0.24  0.19  1.53
C  -1.04  -0.07  0.87  -0.92
H  0.56  2.19  1.29  0.39
H  0.78  0.18  -1.81  0.33
H  -2.83  -0.96  0.18  0.42
N  0.02  0.43  -1.19  -0.60
N  1.08  -1.02  0.19  -0.74

lowest unoccupied orbital energy	-4.6614	eV
charge	+1
molar mass	100.1	g/mol



The least stable of them is w.



## w
A gas-phase ion, C4H10N3 (charge +1). Source: the OMol25 dataset; level of theory: wB97M-V/def2-TZVPD.

Last column: Mulliken charge in e.
Positions of all 17 atoms, in Å:
C  0.98  1.92  0.26  -0.33
C  0.16  -0.86  -1.32  -0.51
H  -1.12  1.92  0.56  0.28
H  0.43  -1.86  -1.61  0.45
N  -0.76  -0.70  -0.34  -0.04
N  1.46  -0.16  -1.08  -0.31
H  -0.68  -2.41  0.72  0.48
H  -1.41  -2.72  -0.60  0.38
C  1.87  0.85  -0.50  -0.12
H  -0.47  1.14  1.74  0.28
H  1.71  2.18  0.96  0.31
C  -1.29  -1.86  0.11  -0.96
N  -0.26  1.42  0.79  -0.35
H  2.85  1.09  -0.53  0.51
H  -0.25  -0.45  -2.37  0.31
H  0.88  2.77  -0.43  0.32
H  -2.14  -1.64  0.80  0.31

lowest unoccupied orbital energy (spin up / spin down)	-7.0082 / -5.5547	eV
charge	+1
molar mass	100.1	g/mol



## x
A gas-phase ion, C4H10N3 (charge +1). Source: the OMol25 dataset; level of theory: wB97M-V/def2-TZVPD.

Last column: Mulliken charge in e.
Positions of all 17 atoms, in Å:
H  0.87  -2.34  -0.78  0.30
H  2.60  -2.51  -0.80  0.28
C  2.07  -0.56  -0.28  -0.32
H  -1.54  1.92  -0.53  0.36
H  -2.40  0.33  1.53  0.33
N  1.83  -1.96  -0.44  -0.32
H  -1.20  1.89  1.06  0.28
H  -2.65  0.38  -0.37  0.33
C  -0.62  1.89  0.05  -1.22
H  2.72  -0.16  -1.05  0.42
H  2.75  -0.66  0.63  0.36
N  1.24  0.46  -0.15  -0.21
H  0.05  2.70  -0.09  0.33
C  -2.15  -0.24  0.51  -0.83
H  -2.65  -1.17  0.51  0.31
C  -0.07  0.50  -0.02  0.94
N  -0.85  -0.47  0.24  -0.36

lowest unoccupied orbital energy (spin up / spin down)	-7.8216 / -7.0331	eV
charge	+1
molar mass	100.1	g/mol



The least stable of them is w.